[1]
A structure of composition C19H12N4PtSTe4 at a distorted geometry. Source: the Open Molecules 2025 dataset; level of theory: ωB97M-V with the def2-TZVPD basis set.

Each line ends with the natural charge from an NBO analysis.
Element x y z (Å)
Pt: 0.361 -1.070 -0.860  1.000
C: -2.097 0.505 -4.060  -0.262
C: -1.375 -0.374 -3.234  0.104
N: -0.934 -0.014 -2.051  -0.435
C: -1.170 1.264 -1.588  0.207
C: -1.886 2.191 -2.355  -0.092
C: -2.350 1.771 -3.624  -0.089
C: -2.069 3.501 -1.855  -0.234
C: -1.496 3.850 -0.663  -0.169
C: -0.769 2.919 0.105  -0.259
C: -0.645 1.613 -0.319  0.161
N: 0.001 0.583 0.294  -0.617
C: 0.291 0.384 1.616  0.155
C: -0.244 1.014 2.718  -0.259
C: 0.205 0.688 4.014  -0.165
C: 1.166 -0.262 4.227  -0.222
C: 1.672 -0.989 3.125  -0.086
C: 2.592 -2.055 3.240  -0.087
C: 2.973 -2.759 2.135  -0.260
C: 2.440 -2.413 0.883  0.099
N: 1.599 -1.410 0.745  -0.454
C: 1.206 -0.677 1.842  0.223
H: -2.428 0.162 -5.029  0.236
H: -1.172 -1.388 -3.549  0.240
H: -2.895 2.473 -4.244  0.222
H: -2.642 4.214 -2.433  0.218
H: -1.592 4.864 -0.296  0.220
H: -0.275 3.232 1.015  0.225
H: -1.033 1.742 2.590  0.226
H: -0.230 1.207 4.858  0.220
H: 1.514 -0.497 5.223  0.218
H: 2.973 -2.316 4.219  0.225
H: 3.663 -3.588 2.199  0.235
H: 2.704 -2.950 -0.018  0.243
Te: 2.399 0.039 -2.143  -0.047
Te: 1.958 -0.844 -4.651  -0.063
Te: 0.708 -3.254 -4.373  -0.077
Te: 0.307 -3.547 -1.728  -0.109
S: -0.956 -3.394 2.561  -0.143
C: -1.164 -2.520 1.234  0.144
N: -1.314 -1.898 0.231  -0.693

Values from the calculation:
Charge   0
E_tot   -69115.14081 eV

[2]
A structure of composition C19H13BrCuN4O3S3 at a distorted geometry. Source: the Open Molecules 2025 dataset; level of theory: ωB97M-V with the def2-TZVPD basis set.

Each line ends with the natural charge from an NBO analysis.
Element x y z (Å)
Cu: -0.389 -3.742 0.914  0.820
Br: 0.802 -1.447 -1.947  0.080
C: 2.147 -2.078 -0.776  0.150
C: 3.544 -1.734 -0.851  -0.265
C: 4.407 -2.282 0.012  -0.190
C: 3.916 -3.128 0.992  -0.215
C: 2.574 -3.500 0.990  0.100
N: 1.755 -3.007 0.102  -0.508
C: 2.048 -4.578 2.029  0.765
O: 2.945 -5.059 2.730  -0.688
O: 0.838 -4.889 1.926  -0.815
H: 3.863 -0.938 -1.529  0.221
H: 5.427 -2.040 -0.006  0.212
H: 4.436 -3.536 1.897  0.258
S: -1.587 4.927 0.834  -0.208
C: -0.951 3.408 0.930  -0.123
S: -0.501 2.590 2.429  0.352
C: 0.031 1.152 1.493  -0.106
N: -0.223 1.256 0.205  -0.416
N: -0.689 2.533 -0.113  -0.305
C: -0.318 2.952 -1.418  0.225
C: -0.943 3.972 -2.136  -0.264
C: -0.606 4.236 -3.438  -0.213
C: 0.407 3.546 -4.077  -0.232
C: 1.005 2.449 -3.397  -0.208
C: 0.660 2.155 -2.058  -0.247
S: 0.492 -0.164 2.418  -0.346
H: -1.717 4.609 -1.736  0.247
H: -0.990 5.105 -3.980  0.203
H: 0.757 3.886 -5.028  0.201
H: 1.774 1.932 -3.960  0.208
H: 1.089 1.344 -1.537  0.256
O: -1.886 -2.713 0.135  -0.665
N: -2.331 -1.739 0.860  0.077
C: -2.950 -2.055 2.060  -0.002
C: -3.679 -1.081 2.751  -0.228
C: -3.708 0.250 2.223  -0.184
C: -3.030 0.434 1.039  -0.212
C: -2.291 -0.521 0.420  0.052
H: -2.860 -3.134 2.203  0.238
H: -4.086 -1.369 3.748  0.233
H: -4.347 1.034 2.683  0.234
H: -3.083 1.392 0.457  0.244
H: -1.757 -0.426 -0.493  0.263

Values from the calculation:
Charge   -1
E_tot   -179205.04862 eV
Energy above the lowest of the compared OMol25 structures with the same formula, charge and spin   0.942 eV

[3]
A structure of composition C19H13Cl3N4O3PbS2SiTe at a distorted geometry. Source: the Open Molecules 2025 dataset; level of theory: ωB97M-V with the def2-TZVPD basis set.

Each line ends with the natural charge from an NBO analysis.
Element x y z (Å)
Pb: -1.756 2.467 -0.603  0.710
S: 4.650 -2.674 -1.042  0.837
N: 4.629 -1.080 -0.725  -0.633
C: 3.398 -0.660 -0.978  0.190
C: 2.918 0.701 -0.835  -0.068
C: 3.751 1.746 -0.423  -0.159
C: 3.226 3.009 -0.305  -0.257
C: 1.869 3.197 -0.595  0.084
N: 1.076 2.221 -0.994  -0.400
C: 1.577 0.984 -1.124  0.149
C: 0.667 -0.091 -1.575  0.262
N: -0.610 0.229 -1.817  -0.436
C: -1.449 -0.701 -2.227  0.090
C: -1.058 -2.033 -2.424  -0.244
C: 0.243 -2.382 -2.174  -0.134
C: 1.138 -1.398 -1.736  -0.143
C: 2.523 -1.692 -1.424  0.117
N: 3.104 -2.880 -1.500  -0.607
H: 4.790 1.532 -0.204  0.219
H: 3.828 3.851 0.007  0.219
H: 1.413 4.177 -0.492  0.233
H: -2.470 -0.362 -2.393  0.268
H: -1.788 -2.760 -2.754  0.220
H: 0.601 -3.396 -2.299  0.219
Cl: -0.221 6.162 -2.353  -0.521
Si: -1.463 5.427 -0.737  0.812
Cl: -0.256 6.156 0.944  -0.549
Cl: -2.991 6.923 -0.724  -0.488
Te: -3.642 2.433 -2.677  -1.041
C: 0.828 -3.342 2.511  -0.621
C: -0.376 -2.459 2.298  -0.050
C: -0.246 -1.081 2.224  -0.226
C: -1.349 -0.266 1.991  -0.231
C: -2.600 -0.826 1.798  -0.229
C: -2.746 -2.209 1.884  -0.214
C: -1.648 -3.010 2.142  -0.226
S: -4.039 0.184 1.411  2.410
O: -4.986 -0.091 2.479  -1.016
O: -3.504 1.548 1.425  -1.025
O: -4.446 -0.295 0.103  -0.995
H: 1.628 -2.799 3.015  0.206
H: 1.227 -3.698 1.557  0.210
H: 0.574 -4.218 3.111  0.202
H: 0.737 -0.632 2.336  0.196
H: -1.249 0.811 1.955  0.247
H: -3.729 -2.637 1.733  0.226
H: -1.770 -4.088 2.207  0.189

Values from the calculation:
Charge   -2
E_tot   -111681.18744 eV

[4]
A structure of composition C19H13F3N4NiO5S. Source: the Open Molecules 2025 dataset; level of theory: ωB97M-V with the def2-TZVPD basis set.

Each line ends with the Löwdin spin population.
Element x y z (Å)
Ni: 0.075 0.192 0.366  1.470
O: -2.864 -2.385 -1.495  0.000
C: -2.144 -1.431 -1.227  0.001
N: -0.818 -1.406 -0.951  0.011
C: 0.017 -2.355 -1.403  0.001
O: -0.122 -3.163 -2.320  0.001
C: 1.340 -2.324 -0.662  0.002
C: 2.339 -3.250 -0.937  0.001
C: 3.510 -3.190 -0.203  -0.001
C: 3.651 -2.210 0.771  0.001
C: 2.611 -1.315 0.968  0.002
N: 1.484 -1.387 0.267  0.035
C: -2.773 -0.052 -1.093  0.000
C: -4.151 0.094 -0.987  0.000
C: -4.663 1.370 -0.830  0.000
C: -3.792 2.449 -0.793  0.000
C: -2.432 2.205 -0.917  0.001
N: -1.940 0.982 -1.075  0.003
H: 2.162 -3.981 -1.712  0.000
H: 4.311 -3.897 -0.388  0.000
H: 4.556 -2.127 1.359  0.000
H: 2.663 -0.496 1.673  0.001
H: -4.773 -0.790 -1.009  0.000
H: -5.730 1.523 -0.716  0.000
H: -4.152 3.459 -0.644  0.000
H: -1.701 3.005 -0.860  0.000
F: -3.099 -0.868 4.538  0.000
C: -3.072 -0.038 3.477  0.001
F: -3.800 -0.609 2.509  0.000
F: -3.714 1.085 3.848  0.000
S: -1.335 0.324 2.919  0.002
O: -0.680 0.687 4.147  0.000
O: -0.919 -0.921 2.296  0.012
O: -1.542 1.356 1.930  0.007
N: 1.381 1.449 0.345  0.362
C: 1.783 2.627 0.727  0.063
C: 2.010 3.721 -0.197  0.014
C: 2.505 4.940 0.207  0.000
C: 2.811 5.214 1.544  -0.008
C: 2.581 4.189 2.470  0.000
C: 2.093 2.956 2.101  0.015
H: 1.781 3.539 -1.242  0.001
H: 2.653 5.714 -0.546  0.001
H: 3.188 6.182 1.854  -0.001
H: 2.782 4.369 3.524  0.001
H: 1.899 2.199 2.854  0.000

Values from the calculation:
Charge   -2
⟨S²⟩   2.02
E_tot   -96144.28832 eV
Energy above the lowest of the compared OMol25 structures with the same formula, charge and spin   0.882 eV
Spin multiplicity   3

[5]
A structure of composition C19H13IrN6S at a distorted geometry. Source: the Open Molecules 2025 dataset; level of theory: ωB97M-V with the def2-TZVPD basis set.

Each line ends with the Löwdin spin population.
Element x y z (Å)
Ir: -0.234 -0.871 0.265  0.022
S: -3.690 -1.329 -2.598  -0.030
C: -2.294 -1.088 -3.601  0.108
C: -2.225 -1.072 -4.971  0.014
C: -0.988 -0.777 -5.543  0.236
C: 0.177 -0.503 -4.748  0.051
C: 0.128 -0.556 -3.394  0.054
C: -1.122 -0.859 -2.790  0.141
N: -1.391 -0.910 -1.475  0.104
C: -2.722 -1.115 -1.223  0.051
C: -3.112 -1.083 0.130  0.055
C: -4.436 -1.050 0.589  0.030
C: -4.675 -0.892 1.943  0.008
C: -3.608 -0.784 2.834  0.086
C: -2.275 -0.858 2.395  -0.003
C: -2.025 -0.991 1.052  0.062
H: -3.091 -1.276 -5.588  -0.002
H: -0.901 -0.744 -6.623  0.009
H: 1.100 -0.243 -5.250  0.000
H: 0.999 -0.347 -2.787  0.001
H: -5.266 -1.126 -0.105  0.000
H: -5.691 -0.851 2.313  -0.001
H: -3.806 -0.647 3.889  0.003
H: -1.471 -0.819 3.120  -0.001
N: 2.328 1.226 2.773  0.000
C: 1.282 1.330 1.975  0.000
N: 1.100 0.131 1.406  0.000
C: 2.074 -0.654 1.959  0.000
N: 2.852 -0.027 2.783  0.000
C: 2.084 -2.036 1.534  0.001
C: 2.953 -3.024 1.954  0.000
N: 2.875 -4.257 1.455  0.001
C: 1.939 -4.511 0.549  0.000
C: 1.019 -3.545 0.145  0.000
N: 1.107 -2.310 0.640  0.001
H: 2.751 1.949 3.345  0.000
H: 0.724 2.235 1.789  0.000
H: 3.703 -2.814 2.708  0.000
H: 1.904 -5.508 0.128  0.000
H: 0.233 -3.756 -0.567  0.000

Values from the calculation:
Charge   +3
⟨S²⟩   0.79
E_tot   -42499.32520 eV
Spin multiplicity   2

[6]
A structure of composition C19H14ClIN6O2STi at a distorted geometry. Source: the Open Molecules 2025 dataset; level of theory: ωB97M-V with the def2-TZVPD basis set.

Each line ends with the natural charge from an NBO analysis.
Element x y z (Å)
Ti: -0.851 -1.158 -0.124  1.636
Cl: 4.003 -3.481 4.125  0.094
C: 3.108 -2.877 2.790  -0.014
C: 3.715 -2.730 1.578  -0.233
C: 3.007 -2.218 0.458  -0.177
I: 3.952 -2.017 -1.365  0.284
C: 1.706 -1.858 0.617  0.247
O: 0.892 -1.329 -0.365  -0.616
C: 1.054 -2.060 1.842  0.113
N: -0.281 -1.774 1.844  -0.512
C: -0.964 -1.948 2.967  0.123
C: -0.361 -2.396 4.142  -0.256
C: 0.979 -2.703 4.142  -0.060
C: 1.729 -2.554 2.961  -0.046
H: 4.754 -3.006 1.466  0.266
H: -2.026 -1.736 2.936  0.227
H: -0.961 -2.509 5.033  0.260
H: 1.461 -3.067 5.039  0.260
N: -1.242 -1.376 -4.173  -0.712
C: -1.427 -1.749 -2.930  0.695
O: -1.211 -0.894 -1.962  -0.663
C: -1.862 -3.062 -2.582  -0.483
C: -2.138 -4.071 -3.538  0.222
N: -2.394 -4.856 -4.339  -0.194
C: -2.040 -3.109 -1.219  0.571
N: -2.080 -2.739 -0.104  -0.515
H: -0.906 -0.450 -4.378  0.433
H: -1.423 -2.014 -4.936  0.446
C: -1.000 5.782 0.995  -0.674
C: -0.793 4.541 0.197  0.350
C: -0.166 4.472 -1.021  -0.303
C: -0.032 3.230 -1.639  0.365
N: -0.467 2.096 -1.061  -0.482
C: -1.067 2.177 0.099  0.343
S: -1.694 0.802 0.974  -0.098
N: -1.241 3.374 0.717  -0.498
C: 0.606 3.094 -2.979  -0.661
H: -0.844 6.662 0.378  0.266
H: -0.284 5.807 1.819  0.270
H: -2.005 5.817 1.417  0.256
H: 0.211 5.371 -1.486  0.263
H: -1.736 3.389 1.602  0.448
H: 0.726 4.055 -3.472  0.248
H: 0.002 2.437 -3.602  0.244
H: 1.591 2.635 -2.863  0.265

Values from the calculation:
Charge   +2
E_tot   -87528.07904 eV
Energy above the lowest of the compared OMol25 structures with the same formula, charge and spin   0.407 eV

[7]
A structure of composition C19H14CoN3O2 at a distorted geometry. Source: the Open Molecules 2025 dataset; level of theory: ωB97M-V with the def2-TZVPD basis set.

Each line ends with the Löwdin spin population.
Element x y z (Å)
Co: -0.252 0.032 0.005  2.726
O: 3.389 1.426 -0.006  0.010
C: 2.199 1.259 0.002  0.011
O: 1.571 0.112 0.018  0.098
C: 1.233 2.445 -0.001  0.003
C: 1.762 3.739 0.001  0.001
C: 0.906 4.798 0.002  0.000
C: -0.483 4.557 0.000  0.002
C: -1.419 5.620 0.001  0.000
C: -2.757 5.373 -0.002  0.000
C: -3.213 4.038 -0.005  0.000
C: -2.331 2.997 -0.005  0.001
C: -0.937 3.218 -0.003  0.006
N: -0.055 2.163 -0.004  0.045
H: 2.838 3.841 0.002  0.000
H: 1.272 5.817 0.003  0.000
H: -1.047 6.637 0.003  0.000
H: -3.464 6.191 -0.001  0.000
H: -4.275 3.828 -0.007  0.000
H: -2.716 1.989 -0.008  0.000
N: -2.334 -0.367 0.003  0.034
C: -2.576 -1.811 0.003  0.003
C: -3.823 -2.359 0.004  0.000
C: -3.974 -3.764 0.004  0.001
C: -2.881 -4.580 0.002  0.000
C: -1.577 -4.032 0.000  0.001
C: -0.391 -4.807 -0.001  -0.002
C: 0.819 -4.181 -0.002  0.002
C: 0.870 -2.774 -0.004  0.004
N: -0.209 -2.025 -0.003  0.046
C: -1.430 -2.636 0.000  0.003
H: -2.799 0.039 0.815  0.003
H: -2.799 0.039 -0.809  0.003
H: -4.700 -1.723 0.006  0.000
H: -4.968 -4.188 0.005  0.000
H: -2.999 -5.655 0.002  0.000
H: -0.457 -5.887 -0.001  0.000
H: 1.742 -4.742 -0.003  0.000
H: 1.814 -2.243 -0.005  0.000

Values from the calculation:
Charge   +1
⟨S²⟩   3.76
E_tot   -66119.10211 eV
Energy above the lowest of the compared OMol25 structures with the same formula, charge and spin   0.050 eV
Spin multiplicity   4

[8]
An isolated molecule of C19H14F3N3O3S at a distorted geometry. Source: the Open Molecules 2025 dataset; level of theory: ωB97M-V with the def2-TZVPD basis set.

Each line ends with the natural charge from an NBO analysis.
Element x y z (Å)
O: -0.941 -1.696 1.394  -0.568
C: -1.188 -0.760 0.676  0.668
N: -0.247 -0.046 -0.014  -0.627
C: 1.105 -0.359 0.002  0.331
C: 1.739 -1.569 0.187  -0.148
C: 3.117 -1.242 0.218  0.135
N: 3.307 0.052 0.069  -0.253
N: 2.085 0.595 -0.066  -0.199
C: 1.950 1.982 -0.242  0.217
C: 2.728 2.833 0.536  -0.225
C: 2.611 4.202 0.383  -0.190
C: 1.719 4.728 -0.537  -0.211
C: 0.964 3.879 -1.329  -0.196
C: 1.082 2.507 -1.194  -0.274
C: 4.075 -2.348 0.337  -0.662
S: 2.988 -3.779 -0.122  2.152
O: 3.097 -4.005 -1.535  -0.939
O: 3.242 -4.894 0.746  -0.934
C: 1.362 -2.988 0.247  -0.641
C: -2.576 -0.230 0.462  -0.038
C: -2.892 1.073 0.827  -0.213
C: -4.190 1.540 0.704  -0.190
C: -5.182 0.712 0.209  -0.200
C: -4.880 -0.584 -0.172  -0.162
C: -3.580 -1.055 -0.045  -0.149
C: -3.249 -2.458 -0.482  0.975
F: -3.179 -3.325 0.533  -0.306
F: -4.170 -2.948 -1.329  -0.324
F: -2.077 -2.523 -1.140  -0.326
H: -0.526 0.807 -0.477  0.422
H: 3.421 2.403 1.241  0.240
H: 3.216 4.860 0.987  0.221
H: 1.624 5.797 -0.650  0.219
H: 0.289 4.285 -2.068  0.220
H: 0.538 1.853 -1.861  0.215
H: 4.418 -2.523 1.353  0.254
H: 4.912 -2.282 -0.350  0.266
H: 1.037 -3.318 1.230  0.268
H: 0.638 -3.283 -0.508  0.264
H: -2.122 1.714 1.232  0.222
H: -4.425 2.552 0.998  0.223
H: -6.194 1.073 0.115  0.224
H: -5.646 -1.231 -0.569  0.237

Values from the calculation:
Charge   0
E_tot   -49530.90915 eV